Entry from the Open Molecules 2025 dataset: a molecular structure, C44H58BF3N7Ti (ωB97M-V/def2-TZVPD).

Total energy ... -88948.0534 eV
Energy above the lowest of the compared OMol25 structures with the same formula, charge and spin ... 0.000 eV
Expectation value of S² ... 2.022
Max |F| ... 0.58 eV Å⁻¹

Geometry as ORCA input:
```
! RIJCOSX wB97M-V def2-TZVPD def2/J DEFGRID3
* xyz -1 3
Ti 0.1371 0.0283 0.3716
C 4.3462 -0.8165 -2.9634
C 3.1939 -1.3895 -2.2099
C 2.7558 -2.6944 -2.1736
C 1.6267 -2.6892 -1.3477
N 1.3910 -1.4519 -0.8946
N 2.3719 -0.6627 -1.4336
B 2.4621 0.8506 -1.1741
N 1.0990 1.4859 -1.5895
N 0.6289 0.9854 -2.7805
C 0.0545 1.9719 -3.4210
C 0.0870 3.1582 -2.6389
C 0.7854 2.8232 -1.5121
C 1.1793 3.6874 -0.3663
C -0.4714 1.7925 -4.8277
C -1.6872 2.6932 -5.0584
C -0.8671 0.3394 -5.0595
C 0.6339 2.1913 -5.8115
N 2.7740 1.0946 0.3360
N 2.1405 0.3268 1.2696
C 2.7864 0.4844 2.4237
C 3.8540 1.3740 2.2440
C 3.8149 1.7388 0.9102
C 4.7349 2.6743 0.1995
C 2.4034 -0.2721 3.6817
C 1.1034 0.2729 4.2702
C 2.2505 -1.7563 3.3417
C 3.5169 -0.1238 4.7286
C 0.7903 -3.9259 -1.0838
C -0.1339 -4.1568 -2.2883
C 1.7183 -5.1403 -0.9582
C -0.0252 -3.8325 0.1982
H 4.8460 -1.6129 -3.5141
H 5.0698 -0.3508 -2.2957
H 4.0123 -0.0595 -3.6687
H 3.1965 -3.5281 -2.6819
H 3.3651 1.3011 -1.8160
H -0.3379 4.1168 -2.8622
H 0.6378 4.6306 -0.4282
H 2.2446 3.9108 -0.3956
H 0.9394 3.2175 0.5887
H -2.4795 2.4559 -4.3579
H -2.0715 2.5461 -6.0669
H -1.4320 3.7453 -4.9484
H -1.6765 0.0514 -4.3932
H -0.0312 -0.3314 -4.8760
H -1.2061 0.2164 -6.0888
H 0.9544 3.2187 -5.6430
H 0.2755 2.1087 -6.8377
H 1.5009 1.5435 -5.6952
H 4.5744 1.6941 2.9729
H 5.7425 2.5753 0.6011
H 4.4218 3.7095 0.3503
H 4.7630 2.4848 -0.8682
H 0.2765 0.2111 3.5621
H 1.2208 1.3189 4.5553
H 0.8460 -0.3019 5.1614
H 1.4340 -1.9248 2.6383
H 2.0326 -2.3179 4.2520
H 3.1725 -2.1469 2.9101
H 3.6472 0.9142 5.0287
H 4.4689 -0.4983 4.3558
H 3.2544 -0.6939 5.6203
H 0.4448 -4.2734 -3.2041
H -0.8158 -3.3254 -2.4349
H -0.7242 -5.0622 -2.1355
H 2.2498 -5.3510 -1.8837
H 1.1247 -6.0212 -0.7122
H 2.4521 -4.9916 -0.1683
H -0.7514 -3.0233 0.1914
H 0.6102 -3.6663 1.0675
H -0.5694 -4.7675 0.3447
C -0.7893 -1.2238 1.7733
C -1.3566 -1.8238 2.6710
C -2.0342 -2.5200 3.7114
C -1.3641 -2.9126 4.8742
C -2.0338 -3.5849 5.8788
C -3.3836 -3.8809 5.7484
C -4.0589 -3.4947 4.5975
C -3.3945 -2.8202 3.5895
H -0.3128 -2.6810 4.9736
H -1.4981 -3.8811 6.7726
H -3.9053 -4.4073 6.5354
H -5.1111 -3.7205 4.4828
H -3.9157 -2.5156 2.6911
F -4.9974 0.2077 -4.3659
C -5.2361 0.0354 -3.0286
F -6.1168 1.0110 -2.7236
F -5.9251 -1.1238 -2.9609
C -4.0290 0.0531 -2.1832
C -3.4979 1.2542 -1.6669
C -2.3129 1.2541 -0.9953
N -1.5761 0.1224 -0.7601
C -2.1139 -1.0460 -1.2378
C -3.2850 -1.1221 -1.9298
H -4.0156 2.1933 -1.7975
H -1.8997 2.1688 -0.5774
H -1.5519 -1.9424 -1.0181
H -3.6270 -2.0888 -2.2724
C -2.3108 2.7004 4.4347
C -2.6264 2.5632 2.9376
C -3.1557 3.8963 2.3921
C -3.6673 1.4611 2.7219
C -1.4159 2.1712 2.2102
C -0.5038 1.6713 1.5818
H -3.2126 2.9608 4.9916
H -1.5622 3.4743 4.5967
H -1.9179 1.7640 4.8263
H -4.0724 4.1878 2.9091
H -3.3703 3.8087 1.3277
H -2.4150 4.6827 2.5259
H -4.5721 1.6829 3.2886
H -3.2732 0.4944 3.0461
H -3.9193 1.3817 1.6621
*
```

Entry from the Open Molecules 2025 dataset: C13H16O5 in the gas phase (ωB97M-V/def2-TZVPD).

Total energy ... -23977.8961 eV
Structure (SMILES) ... COc1cc(C(=O)CCC(=O)O)c(OC)cc1C
Energy above the lowest of the compared OMol25 structures with the same formula, charge and spin ... 0.084 eV
Max |F| ... 0.79 eV Å⁻¹

Geometry as ORCA input:
```
! RIJCOSX wB97M-V def2-TZVPD def2/J DEFGRID3
* xyz 0 1
C -3.0847 -1.1575 -1.6032
O -2.8864 0.0104 -0.8390
C -1.6102 0.3682 -0.5291
C -0.4809 -0.2781 -1.0084
C 0.7885 0.1215 -0.6048
C 1.9900 -0.6285 -1.0764
O 2.8008 -0.1749 -1.8437
C 2.1060 -2.0270 -0.5006
C 1.7160 -2.0828 0.9783
C 0.2195 -2.1597 1.1653
O -0.5335 -2.8165 0.4942
O -0.1908 -1.4360 2.2077
C 0.9302 1.1880 0.2786
O 2.1763 1.5405 0.7618
C 2.8546 2.5011 -0.0277
C -0.2057 1.8433 0.7408
C -1.4729 1.4510 0.3568
C -2.6999 2.1422 0.8619
H -2.7071 -1.0380 -2.6235
H -2.6087 -2.0249 -1.1357
H -4.1629 -1.3060 -1.6360
H -0.5670 -1.1046 -1.6949
H 3.1282 -2.3766 -0.6508
H 1.4331 -2.6794 -1.0656
H 2.1334 -2.9892 1.4249
H 2.0976 -1.2208 1.5257
H -1.1524 -1.5018 2.3210
H 3.0663 2.1108 -1.0273
H 2.2692 3.4229 -0.1144
H 3.7888 2.7084 0.4904
H -0.0818 2.6619 1.4341
H -3.3832 1.4192 1.3037
H -3.2258 2.6170 0.0349
H -2.4446 2.8960 1.6010
*
```

Entry from the Open Molecules 2025 dataset: 5 unconnected molecules or ions with the total composition C20H35F9O10PS5 (ωB97M-V/def2-TZVPD).

Total energy ... -129694.7623 eV
Energy above the lowest of the compared OMol25 structures with the same formula, charge and spin ... 0.000 eV
Max |F| ... 1.53 eV Å⁻¹

Geometry as ORCA input:
```
! RIJCOSX wB97M-V def2-TZVPD def2/J DEFGRID3
* xyz 1 1
O 2.6169 -3.4216 -0.1473
S 2.4272 -2.4003 0.8249
O 2.9565 -2.5607 2.1292
P 3.4888 -0.5564 0.2158
C 0.5990 -1.9545 1.0070
F 0.5657 -0.6994 1.4653
F 0.1799 -2.7982 1.9246
C -0.2086 -2.0798 -0.3167
F -0.7590 -3.2871 -0.3705
F 0.6603 -1.9405 -1.3405
C -1.3249 -1.0109 -0.5523
F -0.7637 0.1523 -0.9055
F -2.0171 -1.4753 -1.6044
C -2.3387 -0.7704 0.6113
F -3.5159 -0.4650 0.0904
F -1.9460 0.2528 1.3503
F -2.4665 -1.8571 1.3564
H 4.3640 -0.2448 1.2431
H 2.6190 0.5320 0.0587
H 4.2238 -0.7978 -0.9396
C 8.1877 -4.5897 2.1189
C 7.7445 -5.1611 0.7644
C 6.2282 -4.9562 0.6553
S 5.8562 -3.5145 1.6586
O 5.0092 -3.8899 2.7570
O 5.4305 -2.4078 0.7928
C 7.5200 -3.2227 2.2360
H 9.2700 -4.5037 2.1880
H 7.8493 -5.2385 2.9287
H 8.2489 -4.6241 -0.0407
H 7.9996 -6.2140 0.6654
H 5.8961 -4.7680 -0.3629
H 5.6652 -5.7853 1.0794
H 7.4719 -2.8302 3.2493
H 7.9801 -2.4914 1.5709
C -2.9185 3.1485 1.7447
C -3.8200 4.3424 2.0928
C -3.2581 4.9832 3.3692
S -1.4896 4.6355 3.3664
O -1.1780 3.7748 4.4769
O -0.7452 5.8486 3.1402
C -1.4883 3.6536 1.8720
H -3.1173 2.7694 0.7419
H -3.0895 2.3351 2.4519
H -3.7958 5.0677 1.2770
H -4.8567 4.0406 2.2300
H -3.3927 6.0614 3.3957
H -3.6714 4.5371 4.2714
H -0.7421 2.8680 1.9620
H -1.2298 4.3197 1.0496
C -5.5552 -3.2934 -2.1874
C -5.6542 -3.9225 -3.5849
C -6.8252 -3.2471 -4.3093
S -6.9622 -1.5923 -3.6092
O -8.2152 -1.4823 -2.9105
O -6.5749 -0.6095 -4.5868
C -5.6527 -1.7870 -2.4006
H -4.6274 -3.5659 -1.6846
H -6.3866 -3.6343 -1.5673
H -4.7273 -3.7415 -4.1329
H -5.7989 -5.0003 -3.5333
H -6.6634 -3.1506 -5.3797
H -7.7701 -3.7532 -4.1222
H -5.9163 -1.2280 -1.5056
H -4.7411 -1.3841 -2.8423
C 1.2477 5.9226 -1.5661
C -0.1169 5.2219 -1.5962
C 0.1443 3.7097 -1.5477
S 1.7056 3.5083 -0.6739
O 2.6764 2.9301 -1.5778
O 1.4858 2.8723 0.6085
C 2.0432 5.2471 -0.4527
H 1.1502 6.9909 -1.3852
H 1.7579 5.7877 -2.5219
H -0.6990 5.5282 -0.7252
H -0.6902 5.4871 -2.4824
H -0.6250 3.1623 -1.0067
H 0.2740 3.2844 -2.5411
H 3.1172 5.4073 -0.5135
H 1.6744 5.5261 0.5355
*
```

Entry from the Open Molecules 2025 dataset: C3H6N2S2 in the gas phase (ωB97M-V/def2-TZVPD).

Total energy ... -27857.1994 eV
Structure (SMILES) ... CC(=S)NNC=S
Energy above the lowest of the compared OMol25 structures with the same formula, charge and spin ... 1.897 eV
Max |F| ... 5.92 eV Å⁻¹

Geometry as ORCA input:
```
! RIJCOSX wB97M-V def2-TZVPD def2/J DEFGRID3
* xyz 0 1
C 1.7135 1.3367 0.0298
C 1.0882 0.0667 -0.0711
S 1.8008 -1.4780 0.0117
N -0.2006 0.1087 -0.0921
N -0.9677 -1.0213 0.0060
C -2.3037 -1.2284 0.0232
S -3.4176 -0.0154 0.0021
H 2.5588 1.6031 -0.7295
H 2.1006 1.3197 1.0513
H 1.1056 2.2038 -0.0808
H -0.6331 1.0792 0.0692
H -0.2892 -1.7063 -0.1927
H -2.5555 -2.2685 -0.0271
*
```

Entry from the Open Molecules 2025 dataset: 2 unconnected molecules or ions with the total composition C17H25ClF6NO3 (ωB97M-V/def2-TZVPD).

Total energy ... -54487.9286 eV
Max |F| ... 0.65 eV Å⁻¹

Geometry as ORCA input:
```
! RIJCOSX wB97M-V def2-TZVPD def2/J DEFGRID3
* xyz 1 1
C 4.8496 1.0033 0.8216
C 3.3186 0.9082 0.8187
C 2.6874 1.8633 -0.2264
C 1.3771 1.3518 -0.7558
C 0.1885 1.5532 -0.0453
Cl 0.2384 2.4868 1.3873
C -1.0408 1.0150 -0.4676
C -2.2631 1.1878 0.3973
C -2.2631 0.1932 1.5732
C -3.5395 0.3241 2.4196
O -3.8706 -0.8979 3.0160
C -3.3996 -1.1040 4.3396
C -1.0388 0.3222 -1.6796
C -2.3840 -0.2651 -2.1493
F -2.9253 -0.9733 -1.1428
F -2.3105 -1.0864 -3.1945
F -3.2156 0.7398 -2.4766
N 0.0948 0.1766 -2.4129
C 0.0352 -0.4230 -3.7742
C 1.2945 0.6276 -1.9450
C 2.5519 0.2645 -2.7129
O 2.6730 0.9760 -3.9404
C 3.1551 2.2480 -3.8692
F 2.3086 3.0553 -3.1763
F 3.2880 2.7050 -5.1037
F 4.3425 2.2924 -3.2301
H 5.2532 0.6890 1.7824
H 5.2764 0.3628 0.0490
H 5.1823 2.0255 0.6366
H 2.9198 1.1257 1.8092
H 3.0175 -0.1180 0.5858
H 2.5217 2.8467 0.2140
H 3.4061 2.0177 -1.0280
H -3.1788 1.0488 -0.1653
H -2.2450 2.2109 0.7774
H -1.3750 0.3307 2.1926
H -2.2446 -0.8292 1.1896
H -4.3745 0.6274 1.7782
H -3.4125 1.1075 3.1746
H -2.6739 -1.9193 4.3500
H -4.2380 -1.3805 4.9833
H -2.9377 -0.2031 4.7519
H 0.9361 -0.1981 -4.3183
H -0.7879 0.0238 -4.3238
H -0.1154 -1.4970 -3.7012
H 2.5331 -0.7892 -2.9887
H 3.4266 0.4085 -2.0862
C -1.8609 -4.8329 2.6255
O -1.5767 -4.0062 3.7487
H -1.5757 -4.2713 1.7385
H -1.2849 -5.7609 2.6516
H -2.9247 -5.0724 2.5591
H -1.8187 -4.4911 4.5427
*
```

Entry from the Open Molecules 2025 dataset: C5H5N3O in the gas phase (ωB97M-V/def2-TZVPD).

Total energy ... -11781.3575 eV
Structure (SMILES) ... C=CC1=N/C(=C/O)N=N1
Energy above the lowest of the compared OMol25 structures with the same formula, charge and spin ... 2.363 eV
Max |F| ... 2.05 eV Å⁻¹

Geometry as ORCA input:
```
! RIJCOSX wB97M-V def2-TZVPD def2/J DEFGRID3
* xyz 0 1
C -3.4644 0.2129 0.0041
C -2.4515 -0.6374 -0.0302
C -1.0609 -0.2314 -0.0061
N -0.0253 -1.0439 -0.0130
C 1.0030 -0.1805 -0.0161
C 2.3145 -0.5949 0.0236
O 3.3351 0.2934 0.0104
N 0.5796 1.1459 -0.0181
N -0.7120 1.1421 0.0281
H -3.2881 1.2829 -0.1152
H -4.4861 -0.1665 0.1714
H -2.5859 -1.7308 0.0671
H 2.5526 -1.6566 -0.0163
H 4.1868 -0.1964 -0.0216
*
```

Entry from the Open Molecules 2025 dataset: a molecular structure, C5H10HoOP (ωB97M-V/def2-TZVPD).

Total energy ... -42476.6700 eV
Energy above the lowest of the compared OMol25 structures with the same formula, charge and spin ... 0.000 eV
Expectation value of S² ... 6.008
Max |F| ... 2.86 eV Å⁻¹

Geometry as ORCA input:
```
! RIJCOSX wB97M-V def2-TZVPD def2/J DEFGRID3
* xyz 0 5
C -0.5927 0.0647 -1.5979
C -1.3021 1.2849 -1.2979
C -0.4223 2.2380 -0.7506
C 0.8598 1.6569 -0.6601
C 0.8329 0.3105 -1.1898
Ho -0.3983 -0.4268 0.8740
P -0.1414 -3.1029 0.7076
H -0.8812 -0.7079 -2.3114
H -2.3674 1.4139 -1.5202
H -0.7210 3.1869 -0.2712
H 1.6745 -0.2518 -1.5896
H 1.7985 2.1684 -0.4155
H 1.0190 -3.8019 0.1819
H -1.2346 -3.8249 0.0676
H -0.2240 -3.6838 2.0445
O 0.5449 0.8984 2.3445
H 0.7497 0.7596 3.2951
H 0.8057 1.8178 2.0891
*
```

Entry from the Open Molecules 2025 dataset: C4H6O2 in the gas phase (ωB97M-V/def2-TZVPD).

Total energy ... -8339.2955 eV
Structure (SMILES) ... CC(C=O)C=O
Energy above the lowest of the compared OMol25 structures with the same formula, charge and spin ... 1.166 eV
Max |F| ... 0.49 eV Å⁻¹

Geometry as ORCA input:
```
! RIJCOSX wB97M-V def2-TZVPD def2/J DEFGRID3
* xyz 0 1
C -0.5941 -1.0974 0.5348
C 0.2620 -0.0966 -0.2527
C 1.1871 0.7314 0.6143
O 1.6753 1.7687 0.2355
C -0.5888 0.8141 -1.1389
O -1.2836 0.3830 -2.0243
H -0.1168 -1.3750 1.4794
H -1.5765 -0.6856 0.7698
H -0.7554 -2.0190 -0.0220
H 0.9236 -0.6597 -0.9265
H 1.4190 0.3377 1.6276
H -0.5518 1.8983 -0.8970
*
```